w | {"formula": "C40H120O40", "method": "the ωB97M-V functional and the def2-TZVPD basis", "lumo_ha": -0.0036, "homo_energy_ha": -0.3437, "homo_lumo_gap_ev": 9.2570, "symbols": ["O", "O", "O", "O", "O", "O", "O", "O", "O", "O", "O", "O", "O", "O", "O", "O", "O", "O", "O", "O", "O", "O", "O", "O", "O", "O", "O", "O", "O", "O", "O", "O", "O", "O", "O", "O", "O", "O", "O", "O", "C", "C", "C", "C", "C", "C", "C", "C", "C", "C", "C", "C", "C", "C", "C", "C", "C", "C", "C", "C", "C", "C", "C", "C", "C", "C", "C", "C", "C", "C", "C", "C", "C", "C", "C", "C", "C", "C", "C", "C", "H", "H", "H", "H", "H", "H", "H", "H", "H", "H", "H", "H", "H", "H", "H", "H", "H", "H", "H", "H", "H", "H", "H", "H", "H", "H", "H", "H", "H", "H", "H", "H", "H", "H", "H", "H", "H", "H", "H", "H", "H", "H", "H", "H", "H", "H", "H", "H", "H", "H", "H", "H", "H", "H", "H", "H", "H", "H", "H", "H", "H", "H", "H", "H", "H", "H", "H", "H", "H", "H", "H", "H", "H", "H", "H", "H", "H", "H", "H", "H", "H", "H", "H", "H", "H", "H", "H", "H", "H", "H", "H", "H", "H", "H", "H", "H", "H", "H", "H", "H", "H", "H", "H", "H", "H", "H", "H", "H", "H", "H", "H", "H", "H", "H", "H", "H", "H", "H", "H", "H"], "xyz": [[-2.50, 4.20, 3.32], [3.75, -4.36, 3.29], [0.10, -3.17, 4.76], [-3.74, -4.21, -1.25], [0.85, -0.46, 4.16], [-8.37, 1.59, 0.94], [3.73, 5.07, -3.24], [-3.41, -0.60, 1.44], [1.02, -0.27, 0.85], [-5.05, -1.43, -1.15], [3.56, 0.34, 3.75], [-1.72, 0.77, -8.18], [1.07, 1.48, 6.12], [-3.58, -3.11, -4.37], [6.42, 1.01, 3.77], [0.70, 2.87, -6.35], [-0.72, 3.43, 0.10], [0.68, -5.60, 0.60], [2.90, -2.96, -0.60], [2.59, -2.66, 5.57], [3.61, -0.36, 0.31], [2.13, 2.31, 0.58], [-0.97, -2.50, -4.68], [2.46, -5.60, 5.96], [1.94, 4.28, -1.07], [-1.46, 1.29, -1.34], [6.08, -3.40, 4.71], [2.62, 1.70, -4.85], [-5.27, 1.60, -5.55], [4.77, 0.19, -3.85], [-6.16, -2.75, -5.78], [-3.30, 3.94, -4.53], [1.73, -3.54, -5.23], [2.57, 5.66, 5.39], [-3.49, 1.43, -3.39], [-7.46, 3.40, -0.98], [2.02, 4.49, 2.67], [-3.59, -3.38, 1.73], [4.31, 1.49, 8.00], [-4.07, 5.24, -1.98], [-1.76, 3.37, 2.40], [-0.46, 2.13, -6.58], [2.15, 0.86, 6.87], [-3.82, -3.09, -5.83], [2.39, 4.79, -3.42], [-7.34, 2.49, 1.21], [-2.42, 4.70, -3.72], [1.56, 4.76, 5.02], [-2.82, 4.68, -2.17], [-4.89, 0.34, -5.06], [-4.41, 0.13, 0.61], [-3.45, 0.58, -4.52], [4.71, -0.50, 4.10], [3.32, 1.94, 7.02], [1.87, 3.70, -2.35], [1.74, -5.11, -0.21], [5.93, -4.65, 4.11], [2.00, 3.80, 3.89], [3.82, 0.81, -0.39], [-1.33, 4.23, 1.14], [1.99, -3.64, 0.25], [5.97, -0.21, 3.30], [2.37, -3.33, 6.80], [3.48, -0.40, -4.14], [-5.20, -3.59, -6.26], [-2.63, -4.28, -0.47], [-4.30, -0.28, -0.88], [-0.54, 1.59, -8.04], [-6.60, 2.97, 0.05], [5.04, -4.53, 2.82], [2.78, 0.37, -5.25], [-2.98, -4.55, 1.06], [0.74, -4.19, -4.52], [-0.50, -0.90, 4.23], [3.56, 2.06, 0.50], [-0.18, -3.22, -3.74], [-0.32, 0.54, -0.98], [-0.62, -2.37, 3.86], [3.02, -4.72, 6.86], [-0.34, 0.04, 0.41], [-0.74, 0.89, 0.96], [4.39, -1.54, 4.03], [-4.67, 4.56, -2.30], [-4.87, -0.36, -5.89], [0.94, 0.28, 4.77], [2.93, -5.21, 7.83], [3.66, 5.50, -2.38], [5.21, -5.44, 2.24], [-6.04, 2.13, -0.36], [0.25, -4.79, -5.29], [5.61, -5.43, 4.80], [3.31, -2.26, -0.07], [-1.30, 2.77, -6.30], [2.62, 0.00, 6.38], [-5.40, 0.14, 1.06], [6.36, -3.61, 5.61], [5.44, -3.68, 2.28], [1.85, 0.57, 7.88], [0.46, 3.79, -6.33], [-9.16, 2.13, 0.86], [-0.89, 2.99, 2.94], [4.64, -0.42, 5.19], [2.66, -5.69, -0.09], [3.22, 0.72, -1.30], [0.60, 1.93, 6.84], [2.54, -5.18, 5.10], [1.78, 5.68, -3.31], [2.14, 3.58, -0.45], [-2.04, -5.13, -0.81], [1.91, 2.07, -5.39], [5.67, -0.19, 2.26], [-3.62, -5.43, 1.08], [4.44, 1.01, -3.48], [0.45, -2.55, -3.14], [4.09, -4.68, 6.69], [1.75, -2.62, 5.11], [4.85, 0.72, -0.73], [3.71, -1.42, -4.44], [-0.59, 2.51, -8.63], [3.39, 0.36, -6.15], [6.80, -0.90, 3.40], [1.30, -3.38, 7.02], [-2.13, 5.33, -1.62], [4.07, 1.85, 1.43], [-5.43, 2.22, -4.84], [-2.19, 2.44, 2.04], [-0.58, 4.93, 1.53], [-7.93, 2.63, -1.31], [-5.50, -0.12, -4.29], [-1.66, -2.69, 3.79], [-2.31, 5.69, -4.16], [-1.47, 4.17, -3.71], [2.50, -4.10, -5.32], [-2.74, -2.68, -4.20], [0.81, 3.53, -2.51], [2.31, -3.65, 1.30], [1.19, -4.89, -3.82], [1.05, -3.08, 0.34], [3.03, 3.51, 4.11], [0.50, -3.95, 4.37], [-5.99, -1.28, -1.27], [-4.07, 1.16, 0.74], [-0.43, -2.21, -5.42], [-5.31, -4.59, -5.83], [2.20, 4.55, -4.47], [0.54, 1.20, -1.05], [-1.41, 2.10, -0.82], [6.97, -4.91, 3.92], [5.63, 1.56, 3.75], [-2.02, -3.38, -0.61], [1.33, -5.02, -1.21], [-5.90, 3.77, 0.28], [-3.55, -1.55, 1.42], [2.53, 3.97, 2.05], [-3.45, 3.05, -4.20], [-3.63, -2.04, -6.07], [-2.77, 1.01, -5.25], [-0.59, 1.39, -5.78], [4.04, 2.94, 0.05], [-3.27, -0.44, -1.21], [-5.30, -3.67, -7.34], [1.36, 4.11, 5.87], [2.42, 2.77, -2.46], [2.81, -0.53, -3.29], [-2.67, 1.30, -2.91], [2.68, -0.48, 0.51], [0.72, 5.39, 4.72], [3.81, 2.14, 6.07], [-7.84, 3.33, 1.72], [-2.06, -4.98, 1.47], [0.69, -6.55, 0.58], [-2.49, 1.33, -8.30], [-2.80, 3.65, -1.81], [0.36, 1.00, -8.24], [2.89, 2.88, 7.37], [-3.05, -3.70, -6.30], [-2.70, 3.62, 4.05], [-2.99, -0.39, -4.31], [-6.11, -2.88, -4.83], [-0.23, -2.60, 2.87], [-0.07, -0.25, -1.69], [-4.16, -3.35, -1.17], [-6.72, 2.03, 1.97], [1.44, 2.86, 3.83], [-0.86, -3.65, -3.01], [-0.81, -0.83, 5.27], [1.81, -0.08, -5.48], [5.13, 1.73, 7.56], [-4.81, 0.51, -1.42], [2.73, -0.01, 4.07], [3.25, 5.24, 5.93], [0.18, 3.73, -0.04], [0.97, -0.51, 1.77], [3.82, -3.57, 3.83], [-3.93, -3.68, 2.57], [-0.98, -0.80, 0.64], [1.77, 1.44, 0.73], [2.81, -2.66, 7.55], [-1.14, -0.25, 3.63], [-2.21, 4.76, 0.76]], "lowdin_charge": [-0.06, -0.07, -0.05, -0.05, -0.09, -0.05, -0.04, -0.11, -0.09, -0.07, -0.09, -0.07, -0.09, -0.10, -0.05, -0.07, -0.09, -0.08, -0.06, -0.09, -0.08, -0.10, -0.09, -0.05, -0.09, -0.07, -0.07, -0.07, -0.05, -0.05, -0.04, -0.09, -0.06, -0.06, -0.09, -0.05, -0.05, -0.09, -0.07, -0.05, -0.21, -0.25, -0.16, -0.19, -0.24, -0.29, -0.20, -0.22, -0.25, -0.20, -0.16, -0.21, -0.19, -0.19, -0.20, -0.21, -0.24, -0.25, -0.22, -0.15, -0.24, -0.24, -0.21, -0.23, -0.28, -0.27, -0.22, -0.19, -0.26, -0.22, -0.25, -0.15, -0.25, -0.18, -0.14, -0.17, -0.22, -0.21, -0.26, -0.16, 0.11, 0.08, 0.08, 0.10, 0.03, 0.12, 0.08, 0.12, 0.09, 0.12, 0.12, 0.04, 0.11, 0.09, 0.11, 0.09, 0.12, 0.12, 0.11, 0.09, 0.10, 0.11, 0.12, 0.11, 0.10, 0.05, 0.11, 0.00, 0.11, 0.02, 0.11, 0.11, 0.06, 0.11, 0.10, 0.03, 0.13, 0.11, 0.12, 0.12, 0.12, 0.12, 0.11, 0.11, 0.08, 0.09, 0.12, 0.08, 0.12, 0.12, 0.12, 0.09, 0.10, 0.01, 0.10, 0.10, 0.11, 0.10, 0.11, 0.11, 0.10, 0.10, 0.10, 0.12, 0.10, 0.11, 0.04, 0.11, 0.07, 0.11, 0.10, 0.13, 0.01, 0.06, 0.02, 0.10, 0.10, 0.11, 0.13, 0.12, 0.13, 0.09, 0.10, 0.10, 0.06, 0.03, 0.13, 0.10, 0.13, 0.09, 0.09, 0.09, 0.10, 0.12, 0.10, 0.11, 0.08, 0.10, 0.09, 0.12, 0.13, 0.05, 0.12, 0.10, 0.11, 0.13, 0.11, 0.08, 0.10, 0.02, 0.08, 0.06, 0.08, 0.04, 0.09, 0.11, 0.05, 0.11, 0.12, 0.11]}

=====

x | {"formula": "C40H120O40", "method": "the ωB97M-V functional and the def2-TZVPD basis", "lumo_ha": -0.0032, "homo_energy_ha": -0.3291, "homo_lumo_gap_ev": 8.8658, "symbols": ["O", "O", "O", "O", "O", "O", "O", "O", "O", "O", "O", "O", "O", "O", "O", "O", "O", "O", "O", "O", "O", "O", "O", "O", "O", "O", "O", "O", "O", "O", "O", "O", "O", "O", "O", "O", "O", "O", "O", "O", "C", "C", "C", "C", "C", "C", "C", "C", "C", "C", "C", "C", "C", "C", "C", "C", "C", "C", "C", "C", "C", "C", "C", "C", "C", "C", "C", "C", "C", "C", "C", "C", "C", "C", "C", "C", "C", "C", "C", "C", "H", "H", "H", "H", "H", "H", "H", "H", "H", "H", "H", "H", "H", "H", "H", "H", "H", "H", "H", "H", "H", "H", "H", "H", "H", "H", "H", "H", "H", "H", "H", "H", "H", "H", "H", "H", "H", "H", "H", "H", "H", "H", "H", "H", "H", "H", "H", "H", "H", "H", "H", "H", "H", "H", "H", "H", "H", "H", "H", "H", "H", "H", "H", "H", "H", "H", "H", "H", "H", "H", "H", "H", "H", "H", "H", "H", "H", "H", "H", "H", "H", "H", "H", "H", "H", "H", "H", "H", "H", "H", "H", "H", "H", "H", "H", "H", "H", "H", "H", "H", "H", "H", "H", "H", "H", "H", "H", "H", "H", "H", "H", "H", "H", "H", "H", "H", "H", "H", "H", "H"], "xyz": [[2.70, 4.32, -5.21], [-3.52, 2.31, 4.05], [1.56, 0.55, -1.18], [-2.49, -5.73, -0.53], [-4.64, -5.94, 3.92], [3.24, -0.52, -4.46], [-4.92, -0.11, 0.79], [1.84, 7.32, 0.71], [3.33, -6.11, -0.55], [-7.40, -1.05, -0.12], [3.59, -2.12, -0.02], [6.08, -1.09, -0.48], [-2.11, -2.61, 2.26], [6.81, 1.36, -1.20], [-1.45, 4.36, 4.93], [-1.80, 3.91, 2.15], [-6.90, -4.05, -0.65], [3.34, -6.40, -3.44], [8.18, 2.23, -3.66], [-6.81, -0.75, -4.63], [5.05, 7.36, 0.89], [-0.87, -3.99, -2.50], [0.86, 6.16, -1.61], [1.81, 1.28, 4.02], [-5.66, -2.94, -2.81], [0.37, -1.62, 3.67], [-3.62, 1.69, -4.06], [0.06, 3.32, -1.01], [-6.09, 1.14, 4.97], [2.53, 3.52, -2.33], [-1.95, -5.55, 2.48], [-2.51, 1.52, 0.64], [-2.44, 4.21, -4.89], [3.99, -3.14, -5.71], [-3.28, -0.14, 2.96], [4.55, 0.65, 3.17], [3.55, 3.45, 2.86], [-1.25, -0.64, 0.77], [7.98, -3.54, 0.02], [2.75, -4.62, 1.77], [-0.80, 4.46, -1.09], [7.69, 3.05, -2.64], [-0.27, 5.51, -2.04], [6.49, 2.56, -1.93], [-0.45, -0.60, -0.38], [2.90, -1.79, -3.91], [-3.46, -2.57, 2.71], [0.79, 0.25, -0.04], [2.34, -3.28, 1.74], [3.39, 3.20, -4.63], [2.81, 6.20, 0.76], [6.78, -2.00, -1.31], [3.43, -2.30, 1.34], [4.80, 1.57, 2.12], [4.12, 6.41, 1.45], [-5.88, 2.23, 4.15], [-1.64, 3.07, -4.73], [2.69, 2.66, -3.42], [-2.55, -4.29, -0.62], [-2.19, -5.71, 3.86], [1.06, 0.40, 4.87], [6.80, -3.40, -0.74], [3.62, 2.47, 1.84], [-0.08, -0.44, 4.27], [-3.77, -1.34, 3.55], [-8.15, -3.49, -0.13], [2.47, -5.42, -1.46], [-0.61, 3.52, 2.96], [2.19, -6.31, -2.64], [4.00, -2.80, -4.27], [-5.46, -1.50, -2.73], [-2.22, 2.03, -3.71], [-6.59, -0.65, -3.27], [-3.58, 1.53, -0.31], [-4.62, 3.02, 4.46], [-3.39, -6.67, 4.04], [-0.34, 4.40, 4.16], [-7.89, -2.14, 0.68], [-2.21, -3.76, -2.02], [-4.89, 1.23, 0.39], [-4.20, -0.25, 1.41], [5.62, 2.32, -2.55], [-5.61, 1.35, -0.42], [-2.48, -4.76, 4.31], [6.01, 3.33, -1.33], [1.30, -5.97, -3.17], [-3.47, 0.61, 3.52], [-5.88, -3.20, -3.71], [7.94, -4.35, 0.52], [2.78, -5.06, 0.91], [7.51, 4.05, -3.03], [6.28, -2.14, -2.27], [-3.36, -1.50, 4.54], [2.88, 3.10, 3.45], [-2.00, -2.00, 1.53], [1.51, -3.26, 1.03], [-6.47, 1.45, 5.80], [2.42, 0.21, -0.91], [7.66, 1.54, -0.80], [-4.84, -1.36, 3.76], [-2.03, 4.86, -5.47], [5.02, -2.46, -4.05], [-3.65, 1.51, -5.00], [1.64, -0.27, 5.50], [0.24, 3.49, 2.27], [-0.99, -0.14, -1.20], [4.75, 5.52, 1.55], [-3.37, 0.88, -1.16], [-4.87, -5.81, 2.99], [1.53, -5.29, -0.92], [-2.32, 2.39, -2.69], [-0.15, 5.41, 3.79], [-4.56, 3.45, 5.46], [1.71, 2.24, -3.67], [4.36, 3.60, -4.34], [2.05, -3.03, 2.76], [2.70, 0.96, 3.85], [-1.55, 2.62, -5.72], [2.68, 1.94, 1.71], [-3.34, -7.55, 3.39], [-4.98, 1.88, 1.26], [-3.59, 2.54, -0.73], [-0.58, 0.24, 3.58], [-3.34, -7.16, 5.01], [2.96, 5.94, -0.29], [1.93, -2.07, -4.33], [1.97, 3.04, -1.72], [-1.04, 6.24, -2.26], [3.96, -6.62, -1.05], [4.46, -1.75, -0.17], [8.55, 3.01, -1.98], [1.88, -7.31, -2.36], [0.38, 1.23, 0.24], [2.68, 4.98, -4.51], [-2.28, -2.68, -2.16], [5.39, 7.91, 1.60], [2.24, 5.35, 1.15], [0.57, 1.14, 5.50], [3.23, 1.80, -3.01], [2.71, -1.80, -2.83], [-4.57, -1.23, -3.30], [5.36, 0.24, 3.48], [-5.89, 2.00, 3.09], [5.59, 2.27, 2.40], [-0.18, 2.71, -0.31], [-0.42, -2.02, 3.31], [2.94, -4.48, -1.77], [-8.77, -3.20, -0.98], [4.19, -0.45, -4.38], [8.80, 1.69, -3.15], [7.82, -1.70, -1.47], [-2.58, -6.06, 0.36], [-8.72, -4.28, 0.36], [3.09, -3.43, -5.84], [-0.86, -0.60, 5.02], [-7.14, -2.30, 1.45], [-7.32, 0.02, -4.91], [-1.54, 5.04, 5.60], [-1.82, 4.20, -1.38], [6.74, -4.19, -1.49], [3.96, -3.74, -3.72], [-0.90, 4.84, -0.07], [1.35, -0.09, 0.83], [-0.11, -1.57, -0.73], [0.51, 4.07, 4.76], [-8.80, -1.79, 1.18], [-5.31, -1.26, -1.67], [3.94, 6.78, 2.46], [5.98, -3.59, -0.04], [-0.92, -4.01, -3.45], [-1.83, 4.87, 2.19], [-0.77, 2.46, 3.15], [-1.33, -6.05, 4.44], [-1.88, 0.08, 0.83], [-0.61, 3.40, -4.66], [-1.82, -3.85, 0.07], [-2.90, -4.19, -2.75], [-6.64, -0.64, 0.31], [-2.11, -4.62, 2.28], [-7.49, -0.89, -2.70], [4.02, -6.83, -2.91], [-0.06, 5.06, -3.01], [-6.68, -3.58, -1.46], [-1.47, 1.23, -3.75], [-6.38, 0.41, -3.10], [-3.50, -3.96, -0.20], [4.99, 1.05, 1.19], [6.23, -0.20, -0.80], [3.54, 2.50, -5.45], [-3.69, -3.51, 3.21], [1.56, 5.83, -2.19], [-6.78, 2.83, 4.29], [3.23, -1.40, 1.92], [1.29, 7.08, -0.05], [-4.02, -2.49, 1.78], [-2.77, 2.90, 4.06], [-2.52, 2.33, 1.15], [3.76, 3.07, 0.93], [4.44, -2.43, 1.74], [-4.57, 3.97, 3.93]], "lowdin_charge": [-0.07, -0.06, -0.05, -0.06, -0.08, -0.06, -0.07, -0.09, -0.07, -0.10, -0.07, -0.08, -0.10, -0.08, -0.04, -0.09, -0.10, -0.05, -0.04, -0.05, -0.08, -0.09, -0.05, -0.08, -0.07, -0.05, -0.08, -0.07, -0.03, -0.07, -0.06, -0.08, -0.07, -0.07, -0.07, -0.06, -0.07, -0.08, -0.06, -0.06, -0.19, -0.26, -0.24, -0.19, -0.19, -0.22, -0.19, -0.21, -0.22, -0.21, -0.20, -0.20, -0.27, -0.22, -0.23, -0.25, -0.25, -0.27, -0.20, -0.23, -0.20, -0.24, -0.24, -0.25, -0.20, -0.18, -0.21, -0.16, -0.25, -0.19, -0.19, -0.17, -0.28, -0.18, -0.25, -0.20, -0.26, -0.19, -0.21, -0.20, 0.04, 0.11, 0.13, 0.11, 0.12, 0.12, 0.05, 0.10, 0.09, 0.02, 0.13, 0.10, 0.12, 0.05, 0.04, 0.12, 0.10, 0.07, 0.10, 0.12, 0.09, 0.10, 0.08, 0.13, 0.11, 0.12, 0.11, 0.12, 0.08, 0.13, 0.08, 0.13, 0.12, 0.12, 0.11, 0.10, 0.04, 0.11, 0.11, 0.11, 0.11, 0.12, 0.09, 0.11, 0.10, 0.12, 0.04, 0.13, 0.08, 0.02, 0.12, 0.13, 0.08, 0.07, 0.11, 0.07, 0.10, 0.11, 0.09, 0.10, 0.11, 0.10, 0.11, 0.13, 0.04, 0.05, 0.11, 0.10, 0.08, 0.08, 0.13, 0.05, 0.11, 0.07, 0.12, 0.10, 0.09, 0.12, 0.11, 0.12, 0.09, 0.11, 0.12, 0.12, 0.13, 0.10, 0.10, 0.12, 0.12, 0.07, 0.09, 0.11, 0.12, 0.02, 0.10, 0.09, 0.11, 0.02, 0.03, 0.11, 0.07, 0.11, 0.01, 0.11, 0.12, 0.12, 0.11, 0.03, 0.13, 0.10, 0.08, 0.12, 0.09, 0.02, 0.12, 0.05, 0.07, 0.12, 0.12, 0.12]}

=====

On energetic grounds, w is preferred over the next structure by 0.0061 hartree.